# 1
Density functional theory data (the ωB97M-V functional and the def2-TZVPD basis) for a molecular structure, C14H27ClDyIN2O2P2.

## Properties
F_max	0.1031	Eh/bohr
total charge	+2
multiplicity	6
LUMO energy	-7.80	eV

CARTESIAN COORDINATES (ANGSTROEM)
H -3.32 -0.44 -3.00
P 2.82 0.00 -0.70
Cl -0.02 -2.79 -0.72
H 0.94 0.36 -6.56
C -0.21 -1.13 2.25
C 3.45 -1.59 -0.02
H 0.01 1.12 -7.92
H 0.64 2.15 3.98
C 3.68 1.19 0.41
Dy 0.00 -0.34 -1.08
N -0.22 -1.00 6.42
C 0.37 1.21 3.51
H 0.53 1.97 1.50
H -3.35 -1.59 1.05
C 0.03 2.16 -6.08
H -0.92 0.37 -6.56
C -0.24 -1.09 3.64
I -0.02 -0.75 -3.76
H 2.88 -2.42 -0.48
H -3.75 1.24 -2.59
C -3.79 0.20 -2.24
C 3.80 0.13 -2.24
H 3.32 -0.51 -3.00
H 3.53 2.21 0.03
H -2.99 -2.38 -0.51
H -0.50 -2.01 4.15
H -0.62 -1.79 5.95
H 4.76 0.98 0.47
O 0.03 2.95 -5.24
H 4.52 -1.70 -0.25
H -4.83 -0.11 -2.08
H -4.74 1.08 0.45
H 3.78 1.16 -2.60
H -3.44 2.26 0.07
O 0.43 1.19 6.40
H -4.59 -1.59 -0.26
C -3.65 1.24 0.42
P -2.82 0.03 -0.69
H -3.24 1.12 1.44
C 0.02 0.92 -6.83
C 0.07 0.09 4.30
H 4.83 -0.19 -2.08
H 3.29 -1.62 1.07
N 0.04 -0.05 1.48
C -3.52 -1.54 -0.04
H -0.39 -2.07 1.73
H -0.25 -1.00 7.43
C 0.11 0.17 5.79
C 0.33 1.11 2.13
H 3.23 1.13 1.42

# 2
Density functional theory data (the ωB97M-V functional and the def2-TZVPD basis) for a molecular structure, C29H37BrN4O8PPtS2Te.

## Properties
F_max	0.0414	Eh/bohr
total charge	-1
multiplicity	3
energy above the lowest of the compared OMol25 structures with the same formula, charge and spin	1.941	eV
LUMO energy (spin up / spin down)	2.11 / 1.05	eV

CARTESIAN COORDINATES (ANGSTROEM)
C 0.30 2.42 2.38
S 0.43 0.28 4.09
C -1.37 -1.26 -3.42
H 1.05 -6.17 -5.13
P -3.46 0.72 1.08
H 0.44 0.64 -1.27
H 2.56 3.59 -2.21
C -4.57 0.69 4.44
C -2.32 -1.91 2.95
H 0.38 -3.92 -0.79
H -0.95 -5.86 -1.37
H -1.63 -1.39 -4.45
H -2.37 2.13 -2.17
C -0.20 -0.15 -1.64
C 2.22 3.62 1.55
C 2.39 -2.75 -2.40
C 0.55 -4.39 -1.75
C -1.10 -1.73 3.86
C -0.54 -0.24 -2.97
C -1.48 -2.01 -1.13
H -0.64 -7.01 -3.52
H 2.09 5.26 0.16
H 4.56 2.14 -2.00
N 2.11 -2.05 -1.22
H 3.14 0.97 3.46
C 2.81 4.79 0.82
C 1.14 1.51 3.00
H -4.25 0.79 5.48
H 3.67 4.47 0.23
H -4.25 3.38 -1.01
Br -3.06 -3.51 -2.91
O -3.43 -2.09 3.42
H -1.42 2.26 -0.69
H 2.73 -0.03 -3.13
C -3.70 1.58 3.57
O -1.99 0.84 1.20
C 1.68 -4.58 -3.86
O -4.17 1.61 2.23
H 0.18 4.16 1.15
H -5.62 0.99 4.36
H 2.44 -4.21 -4.54
C -0.04 -6.14 -3.28
Pt -0.19 -0.99 1.22
H -3.27 3.34 0.48
C 0.84 3.46 1.64
H -1.87 3.73 -1.58
N -0.61 -1.05 -0.72
H -0.76 2.30 2.49
C -0.21 -5.49 -2.07
O -0.72 0.91 4.72
O 1.48 -0.11 5.01
H -0.78 -2.74 4.16
C 3.73 1.83 -2.64
H 1.62 2.24 -2.85
C 1.52 -3.90 -2.64
H -3.76 2.62 3.92
O -2.10 -1.89 1.70
C 2.44 2.51 -2.19
N 3.60 -0.17 -1.23
H 3.97 2.13 -3.66
C 2.51 1.67 2.93
C 2.63 -0.93 -0.67
O 3.29 -2.41 -3.16
Te -4.58 -1.35 0.72
H 1.41 -2.46 -0.62
C -3.47 2.83 -0.46
C -1.87 -2.12 -2.44
N -0.02 -1.02 3.22
H -2.66 1.26 3.61
H 2.18 2.23 -1.17
C -2.19 2.74 -1.28
C 0.91 -5.67 -4.18
H -0.15 0.48 -3.67
O -4.01 1.54 -0.22
H 4.12 2.85 2.15
H -4.47 -0.35 4.14
C 3.04 2.72 2.20
S 2.12 -0.49 0.93
H 3.96 0.50 -0.57
C 3.63 0.30 -2.61
H -1.85 -2.69 -0.38
H 3.16 5.53 1.53
H -1.42 -1.19 4.76
H 4.49 -0.13 -3.12

# 3
Density functional theory data (the ωB97M-V functional and the def2-TZVPD basis) for 4 unconnected molecules or ions with the total composition C13H39NO14P4.

## Properties
F_max	0.1799	Eh/bohr
LUMO energy	-2.40	eV
structure (SMILES)	CO[C@@H](CN)P(C)O.COP(=O)(OC)OC.COP(=O)(OC)OC.COP(=O)(OC)OC

CARTESIAN COORDINATES (ANGSTROEM)
C 5.54 -0.19 -2.23
O -7.31 -2.25 -2.28
O -2.08 -2.22 1.46
H -6.34 -3.85 -1.38
H 6.28 -5.46 -3.85
H 6.36 1.42 0.96
H -8.04 -4.15 -1.85
P 5.23 -2.76 -1.74
O 5.06 -1.44 -2.69
H -6.78 -4.06 -3.09
H -8.78 1.75 -1.32
H 4.70 0.51 -2.18
H 3.52 5.99 4.73
N 6.91 5.16 1.18
C 5.37 1.75 1.39
P -8.08 -1.51 -0.94
C 6.47 4.90 2.57
O -6.83 -1.41 -0.09
H -10.71 -1.03 -1.09
H 4.54 1.29 0.80
H -10.76 0.33 0.06
H -7.47 1.03 -0.35
H 2.69 -0.76 -0.67
H -3.57 -1.49 -3.46
H -3.49 -3.05 2.72
O -8.29 -0.17 -1.86
P 3.65 4.93 2.42
C 5.22 3.88 2.49
H 7.75 4.64 0.94
H -0.85 1.34 0.65
C -7.11 -3.66 -2.13
H -7.16 1.53 -2.02
O -0.91 -1.98 -0.56
H 6.28 0.20 -2.94
H 1.88 5.40 4.04
O -2.34 -0.06 0.46
O 6.52 -2.72 -0.94
H 5.07 -5.43 -2.55
H -2.28 -2.58 -2.90
O -9.11 -0.88 0.28
C -3.15 -1.99 -2.59
C 6.02 -5.01 -2.89
H 5.21 3.24 3.41
H 6.01 -0.25 -1.24
C -10.50 -0.72 -0.06
C -1.22 0.45 1.17
C 2.90 -1.83 -0.78
O -2.75 -0.98 -1.66
H -4.01 -1.55 1.94
O 2.39 4.01 1.67
H 2.35 4.22 0.73
H -3.90 -2.64 -2.15
O 5.31 3.18 1.25
H 7.11 6.14 1.02
H 3.08 4.20 4.74
C -3.16 -2.06 2.38
H 5.31 1.36 2.44
H -11.10 -1.32 0.62
H 2.63 -2.14 -1.79
H -1.54 0.73 2.17
H -0.41 -0.28 1.25
H 2.29 -2.38 -0.06
H -2.81 -1.49 3.24
O 5.90 -3.59 -3.08
O 4.29 -2.06 -0.50
H 7.31 4.49 3.20
H 6.80 -5.22 -2.17
C 2.98 5.17 4.18
C -7.90 1.10 -1.35
H 6.05 5.86 3.00
P -2.31 -1.59 -0.12

# 4
Density functional theory data (the ωB97M-V functional and the def2-TZVPD basis) for 3 unconnected molecules or ions with the total composition C4H13N3O.

## Properties
F_max	0.1072	Eh/bohr
energy above the lowest of the compared OMol25 structures with the same formula, charge and spin	6.211	eV
LUMO energy	-2.55	eV

CARTESIAN COORDINATES (ANGSTROEM)
H 2.15 -0.76 0.06
H -3.91 -0.02 -0.03
C 0.86 0.00 -1.16
H -0.09 -0.43 -1.64
H 3.31 0.81 1.28
H -2.36 -0.73 -0.97
H 0.01 -1.74 0.69
O 3.00 0.54 0.42
H 2.04 -1.68 -1.33
H -0.54 2.47 0.21
H 1.46 0.57 -1.84
C -0.81 1.42 0.12
C -2.16 1.03 0.16
N 0.38 0.77 -0.01
H -1.38 -1.10 0.95
C -2.87 -0.04 -0.35
N 1.48 -1.21 -0.62
H -2.80 1.79 0.60
H -0.79 -2.13 2.12
H 1.23 1.06 0.49
N -0.90 -1.96 1.12

# 5
Density functional theory data (the ωB97M-V functional and the def2-TZVPD basis) for a molecular structure, C9H18F20K3NO13P3S2.

## Properties
F_max	0.1560	Eh/bohr
total charge	-1
energy above the lowest of the compared OMol25 structures with the same formula, charge and spin	0.000	eV
LUMO energy	0.81	eV

CARTESIAN COORDINATES (ANGSTROEM)
F -0.22 5.04 4.46
C 2.12 -0.13 7.57
K -2.93 -0.90 -1.44
O -2.02 -1.49 3.51
F -0.99 1.15 0.13
H 1.51 0.33 -7.11
F -0.01 4.97 2.18
H -3.48 -2.31 -6.61
H -3.43 -0.53 -6.31
H 3.11 -0.89 -2.50
O 3.39 -2.93 -0.46
O -1.99 -3.36 1.83
H 6.18 -5.44 -0.44
F 0.23 2.69 2.26
F -5.14 1.40 -0.82
H 3.52 -0.38 -0.81
H 4.39 0.26 -2.20
C -3.11 -1.51 -5.97
H -3.44 -1.69 -4.94
O -1.48 0.60 -5.67
C 3.90 -0.62 -1.80
F 1.38 0.98 -0.10
F -1.60 3.72 3.14
O 0.30 -0.78 -5.92
O -1.67 -1.62 -5.94
C 4.46 -2.75 -1.00
H 2.17 -1.06 2.61
H 0.65 1.31 -6.01
C 2.02 0.00 2.88
O 5.43 -3.62 -0.94
O 2.55 0.26 4.16
C 1.97 -0.23 5.23
F -5.55 -0.78 1.51
F 0.05 -0.61 -1.03
H 2.68 0.48 8.26
O 0.92 -0.82 5.26
H 4.36 -5.25 -0.37
F -0.81 -1.50 1.41
O -4.78 -2.29 3.13
O 4.81 -1.71 -1.73
F -4.71 3.73 -0.54
F 0.27 2.63 -1.13
H 5.38 -4.59 0.89
F -4.10 3.81 -2.71
H 2.02 0.40 -5.43
P 0.11 1.00 -1.09
K 1.61 4.74 0.06
S -2.20 -1.96 2.15
H 1.11 0.28 7.64
C -1.01 -0.48 -5.85
F 1.62 4.03 3.46
N -3.22 -1.14 1.27
C 1.15 0.35 -6.07
F -1.09 0.99 -2.20
H 0.95 0.06 2.70
F 1.14 0.89 -2.36
H 2.09 -1.20 7.77
O 2.72 0.09 6.30
F 0.00 2.76 4.54
O -5.01 -3.00 0.80
H 2.57 0.53 2.10
P 0.00 3.86 3.40
K -3.32 1.72 1.52
S -4.54 -2.02 1.75
F -6.15 2.88 -2.13
F -4.43 1.59 -3.01
C 5.34 -4.80 -0.18
F -3.14 2.25 -1.23
P -4.61 2.61 -1.78

Repeat the third record exactly.
Density functional theory data (the ωB97M-V functional and the def2-TZVPD basis) for 4 unconnected molecules or ions with the total composition C13H39NO14P4.

## Properties
F_max	0.1799	Eh/bohr
LUMO energy	-2.40	eV
structure (SMILES)	CO[C@@H](CN)P(C)O.COP(=O)(OC)OC.COP(=O)(OC)OC.COP(=O)(OC)OC

CARTESIAN COORDINATES (ANGSTROEM)
C 5.54 -0.19 -2.23
O -7.31 -2.25 -2.28
O -2.08 -2.22 1.46
H -6.34 -3.85 -1.38
H 6.28 -5.46 -3.85
H 6.36 1.42 0.96
H -8.04 -4.15 -1.85
P 5.23 -2.76 -1.74
O 5.06 -1.44 -2.69
H -6.78 -4.06 -3.09
H -8.78 1.75 -1.32
H 4.70 0.51 -2.18
H 3.52 5.99 4.73
N 6.91 5.16 1.18
C 5.37 1.75 1.39
P -8.08 -1.51 -0.94
C 6.47 4.90 2.57
O -6.83 -1.41 -0.09
H -10.71 -1.03 -1.09
H 4.54 1.29 0.80
H -10.76 0.33 0.06
H -7.47 1.03 -0.35
H 2.69 -0.76 -0.67
H -3.57 -1.49 -3.46
H -3.49 -3.05 2.72
O -8.29 -0.17 -1.86
P 3.65 4.93 2.42
C 5.22 3.88 2.49
H 7.75 4.64 0.94
H -0.85 1.34 0.65
C -7.11 -3.66 -2.13
H -7.16 1.53 -2.02
O -0.91 -1.98 -0.56
H 6.28 0.20 -2.94
H 1.88 5.40 4.04
O -2.34 -0.06 0.46
O 6.52 -2.72 -0.94
H 5.07 -5.43 -2.55
H -2.28 -2.58 -2.90
O -9.11 -0.88 0.28
C -3.15 -1.99 -2.59
C 6.02 -5.01 -2.89
H 5.21 3.24 3.41
H 6.01 -0.25 -1.24
C -10.50 -0.72 -0.06
C -1.22 0.45 1.17
C 2.90 -1.83 -0.78
O -2.75 -0.98 -1.66
H -4.01 -1.55 1.94
O 2.39 4.01 1.67
H 2.35 4.22 0.73
H -3.90 -2.64 -2.15
O 5.31 3.18 1.25
H 7.11 6.14 1.02
H 3.08 4.20 4.74
C -3.16 -2.06 2.38
H 5.31 1.36 2.44
H -11.10 -1.32 0.62
H 2.63 -2.14 -1.79
H -1.54 0.73 2.17
H -0.41 -0.28 1.25
H 2.29 -2.38 -0.06
H -2.81 -1.49 3.24
O 5.90 -3.59 -3.08
O 4.29 -2.06 -0.50
H 7.31 4.49 3.20
H 6.80 -5.22 -2.17
C 2.98 5.17 4.18
C -7.90 1.10 -1.35
H 6.05 5.86 3.00
P -2.31 -1.59 -0.12

Q: Among the records above, which one has the lowest F_max?
A: C29H37BrN4O8PPtS2Te

Q: Which of these has the highest F_max?
A: C13H39NO14P4